1.
The following is a quantum chemistry calculation of C4H8O2 in the gas phase, from OMol25.

energy: -307.59626 a.u.
M: 88.11 g/mol
ΔE to the lowest compared entry with this formula, charge and spin: 72.9 kcal/mol
structure (SMILES): CC[C@@H](O)C=O
highest occupied orbital energy: -0.3648 Ha
frontier orbital gap: 0.39553 hartree

XYZ file:
```
14
C4H8O2 | OMol25 | the ωB97M-V functional and the def2-TZVPD basis
H -1.474 -1.841 0.030
H -2.409 -0.310 0.363
O 0.190 0.491 1.327
H 0.705 -0.328 1.438
C 0.417 0.839 -0.014
H -1.310 -0.960 1.511
H 2.428 1.099 -1.033
H 0.063 -0.725 -1.527
C -0.510 -0.025 -0.874
C 1.873 0.518 -0.277
H 0.204 1.907 -0.112
O 2.403 -0.387 0.332
C -1.458 -0.830 0.393
H -1.068 0.599 -1.623
```

For reference, the Mulliken charges in units of e are: 0.342 0.304 -0.619 0.364 0.150 0.311 0.369 0.283 -0.721 -0.048 0.396 -0.504 -0.955 0.329

---

2.
The following is a quantum chemistry calculation of 4 unconnected molecules or ions with the total composition C4H8O2, from OMol25.

energy: -307.44717 a.u.
M: 88.11 g/mol
ΔE to the lowest compared entry with this formula, charge and spin: 166.5 kcal/mol
highest occupied orbital energy (spin up / spin down): -0.3248 / -0.3184 Ha
frontier orbital gap (spin up / spin down): 0.30878 / 0.30630 hartree

XYZ file:
```
14
C4H8O2 | OMol25 | the ωB97M-V functional and the def2-TZVPD basis
H -2.122 0.562 -0.042
C 0.261 0.116 1.238
H 1.837 0.444 2.269
C -1.701 -0.435 -0.241
O 1.437 -0.298 1.791
C 1.451 1.440 -0.773
H -2.422 -1.151 0.181
H 0.448 -0.433 -1.644
O 2.460 1.732 -0.303
H 0.194 -1.642 0.116
H -0.352 0.869 1.726
H 0.708 0.070 -3.346
C -0.349 -0.721 0.358
H -1.851 -0.554 -1.329
```

For reference, the Mulliken charges in units of e are: 0.302 -0.106 0.351 -1.002 -0.469 0.216 0.321 -0.057 -0.242 0.499 0.313 0.100 -0.534 0.308

---

3.
The following is a quantum chemistry calculation of 2 unconnected molecules or ions with the total composition C4H8O2, from OMol25.

energy: -307.65457 a.u.
M: 88.11 g/mol
ΔE to the lowest compared entry with this formula, charge and spin: 36.3 kcal/mol
structure (SMILES): C=C(C)C=O.O
highest occupied orbital energy: -0.3721 Ha
frontier orbital gap: 0.37995 hartree

XYZ file:
```
14
C4H8O2 | OMol25 | the ωB97M-V functional and the def2-TZVPD basis
O -1.202 -1.012 -2.155
H -0.239 0.999 2.266
C -0.503 0.226 1.537
H -1.554 0.367 1.261
H -0.666 -1.136 -1.366
H -2.048 -0.714 -1.806
C 1.695 -0.423 0.388
O 2.073 -1.069 1.336
H -0.809 1.539 -0.906
H 2.308 -0.357 -0.538
C 0.402 0.313 0.339
H -0.390 -0.738 2.039
C 0.124 0.999 -0.775
H 0.810 1.008 -1.621
```

For reference, the Mulliken charges in units of e are: -0.659 0.313 -1.142 0.321 0.363 0.319 -0.031 -0.490 0.326 0.288 0.591 0.324 -0.757 0.236

---

4.
The following is a quantum chemistry calculation of C4H8O2 in the gas phase, from OMol25.

energy: -307.60844 a.u.
M: 88.11 g/mol
ΔE to the lowest compared entry with this formula, charge and spin: 65.3 kcal/mol
structure (SMILES): C[C@@]1(O)C[C@H]1O
highest occupied orbital energy: -0.3272 Ha
frontier orbital gap: 0.35581 hartree

XYZ file:
```
14
C4H8O2 | OMol25 | the ωB97M-V functional and the def2-TZVPD basis
H 0.810 0.981 -1.662
H -2.199 0.362 -0.915
H 1.710 -0.559 -1.760
H -0.011 -0.499 -2.099
H 0.439 1.714 1.165
C 0.775 -0.082 -1.437
O 0.994 -1.560 0.461
O -1.654 0.912 -0.345
H -0.069 0.506 2.384
H 1.035 -1.423 1.411
C -0.924 0.055 0.469
C 0.125 0.688 1.301
H -1.469 -0.741 0.978
C 0.438 -0.351 0.049
```

For reference, the Mulliken charges in units of e are: 0.308 0.341 0.392 0.229 0.259 -1.212 -0.550 -0.520 0.287 0.326 0.223 -1.053 0.293 0.678

---

- Number 2 is which compound?
  C4H8O2

---

- Which of these has the highest ΔE to the lowest compared entry with this formula, charge and spin?
  number 2

---

- What is the ΔE to the lowest compared entry with this formula, charge and spin in the fourth record?
  65.3 kcal/mol